Computed, not measured: an isolated molecule of C4H6N2OS, with the ωB97M-V functional and the def2-TZVPD basis.

Calculated values
SMILES	Cn1ccn(S)c1=O
Kohn-Sham gap	8.799	eV
HOMO	-0.29299	Eh
energy relative to the best compared isomer or geometry (same formula, charge and spin)	33.19	kcal/mol
total energy	-20107.9023	eV
largest force on an atom	0.79	eV/A

```
14
Properties=species:S:1:pos:R:3:mulliken_charge:R:1
C 2.754 -0.497 -0.001 -0.95
N 1.443 0.114 0.004 0.13
C 1.151 1.470 0.001 -0.40
C -0.191 1.621 -0.004 -0.45
N -0.727 0.334 -0.006 -0.02
S -2.389 -0.101 0.002 -0.16
C 0.276 -0.615 0.000 0.57
O 0.128 -1.836 0.000 -0.70
H 2.602 -1.579 -0.009 0.32
H 3.296 -0.237 -0.913 0.33
H 3.303 -0.231 0.921 0.32
H 1.911 2.232 0.001 0.41
H -0.801 2.498 0.005 0.42
H -2.072 -1.406 -0.006 0.17
```

---

Computed, not measured: an isolated molecule of C3H7NO2 at a distorted geometry, with the ωB97M-V functional and the def2-TZVPD basis.

Calculated values
SMILES	CCNC(=O)O
Kohn-Sham gap	10.652	eV
HOMO	-0.36070	Eh
energy relative to the best compared isomer or geometry (same formula, charge and spin)	6.64	kcal/mol
total energy	-8810.2411	eV
largest force on an atom	1.63	eV/A

```
13
Properties=species:S:1:pos:R:3:mulliken_charge:R:1
C -0.910 1.332 -1.642 -0.96
C -1.383 0.540 -0.406 -0.41
N -0.465 -0.573 -0.173 -0.21
C 0.598 -0.458 0.656 0.60
O 0.826 0.491 1.348 -0.58
O 1.438 -1.508 0.479 -0.48
H -1.351 0.973 -2.581 0.28
H -1.315 2.350 -1.631 0.29
H 0.174 1.301 -1.612 0.29
H -1.258 1.277 0.383 0.25
H -2.408 0.194 -0.511 0.35
H -0.672 -1.477 -0.576 0.22
H 2.205 -1.271 1.013 0.34
```

---

Computed, not measured: the ion CH4NOS2 with charge +1 at a distorted geometry, with the ωB97M-V functional and the def2-TZVPD basis.

Calculated values
SMILES	[NH3+]C1(O)SS1
Kohn-Sham gap	8.673	eV
HOMO	-0.49301	Eh
energy relative to the best compared isomer or geometry (same formula, charge and spin)	24.32	kcal/mol
charge	+1
total energy	-26301.5152	eV
largest force on an atom	5.48	eV/A

```
9
Properties=species:S:1:pos:R:3:mulliken_charge:R:1
N -0.866 -0.066 0.725 -0.19
C 0.257 0.043 -0.261 0.24
O -0.134 -0.054 -1.493 -0.44
S 1.671 -0.971 0.269 -0.08
S 1.683 1.101 0.091 -0.03
H -1.646 -0.482 0.230 0.34
H -1.105 0.915 1.065 0.40
H -0.521 -0.651 1.385 0.35
H 0.661 0.165 -2.012 0.44
```

---

Computed, not measured: a structure of composition C5H13Br2LiNO4 at a distorted geometry, with the ωB97M-V functional and the def2-TZVPD basis.

Calculated values
Kohn-Sham gap	6.561	eV
HOMO	-0.14781	Eh
charge	-1
total energy	-155362.3560	eV
largest force on an atom	7.44	eV/A

```
26
Properties=species:S:1:pos:R:3:mulliken_charge:R:1
Li 0.627 -0.427 0.925 1.03
Br 0.943 -2.335 1.003 -0.86
Br 2.066 0.791 0.838 -0.76
C 1.291 -1.172 -1.982 -0.61
N 1.847 0.054 -2.653 0.98
O 1.410 1.089 -2.164 -0.47
O 2.488 -0.079 -3.659 -0.67
H 2.116 -1.849 -1.761 0.34
H 0.524 -1.507 -2.680 0.27
H 0.958 -0.795 -1.015 0.00
C -1.164 -0.754 -1.482 -1.37
O -0.335 -0.224 -0.458 0.05
C -0.610 1.174 -0.121 -1.11
C -1.042 1.192 1.298 -0.38
O -0.137 0.429 2.192 -0.20
C -0.602 0.226 3.491 -0.93
H -2.211 -0.546 -1.259 0.30
H -1.029 -1.835 -1.475 0.37
H -0.793 -0.495 -2.474 0.44
H -1.200 1.770 -0.818 0.58
H 0.368 1.655 -0.088 0.29
H -2.070 0.829 1.307 0.40
H -1.259 2.233 1.537 0.40
H 0.156 0.714 4.103 0.30
H -0.778 -0.830 3.697 0.24
H -1.566 0.692 3.696 0.34
```

---

Computed, not measured: an isolated molecule of C4H8O2, with the ωB97M-V functional and the def2-TZVPD basis.

Calculated values
SMILES	CCO[C@@H]1CO1
Kohn-Sham gap	11.343	eV
HOMO	-0.37476	Eh
energy relative to the best compared isomer or geometry (same formula, charge and spin)	55.29	kcal/mol
total energy	-8370.8843	eV
largest force on an atom	0.96	eV/A

```
14
Properties=species:S:1:pos:R:3:mulliken_charge:R:1
C -2.228 -0.206 0.620 -1.20
C -1.046 -0.278 -0.319 -0.15
O 0.108 0.068 0.430 -0.33
C 1.257 -0.103 -0.272 0.21
C 2.472 0.635 0.031 -0.48
O 1.726 0.858 -1.189 -0.43
H -2.102 -0.914 1.445 0.30
H -2.312 0.800 1.040 0.30
H -3.148 -0.445 0.082 0.37
H -0.931 -1.290 -0.740 0.30
H -1.151 0.424 -1.155 0.27
H 1.434 -1.103 -0.670 0.37
H 3.380 0.015 0.079 0.21
H 2.541 1.539 0.618 0.25
```

---

Computed, not measured: an isolated molecule of C2H5N3 at a distorted geometry, with the ωB97M-V functional and the def2-TZVPD basis.

Calculated values
SMILES	[H]/N=C\N/C=N/[H]
Kohn-Sham gap	9.966	eV
HOMO	-0.34833	Eh
energy relative to the best compared isomer or geometry (same formula, charge and spin)	46.34	kcal/mol
total energy	-6622.9276	eV
largest force on an atom	8.25	eV/A

```
10
Properties=species:S:1:pos:R:3:mulliken_charge:R:1
H 0.773 -1.384 -0.092 0.38
N 1.752 -0.866 -0.104 -0.56
C 1.199 0.404 0.190 -0.13
N -0.059 0.995 -0.212 -0.20
C -1.244 0.322 0.091 0.05
N -1.379 -0.989 0.009 -0.60
H -2.374 -1.067 0.207 0.26
H 1.955 1.115 0.470 0.32
H -0.204 1.911 -0.019 0.25
H -2.076 1.092 -0.110 0.22
```